Entry from the Open Molecules 2025 dataset: C2H4N6 in the gas phase (ωB97M-V with the def2-TZVPD basis set).

LUMO energy ... -0.80 eV
SMILES ... [H]/N=c1/nn[nH]n1N=C
Orbital gap ... 8.8 eV
ΔE to the lowest compared entry with this formula, charge and spin ... 116.0 kcal/mol

Positions of all 12 atoms, in Å:
H  -2.297  0.878  -0.576
N  -1.858  0.988  -1.480
C  -0.583  0.659  -1.213
N  0.348  0.312  -2.197
N  1.438  0.212  -1.536
N  1.345  0.111  -0.072
N  0.121  0.680  0.124
N  -0.653  -0.087  0.984
C  -0.177  -1.162  1.721
H  2.130  0.853  0.233
H  0.885  -1.419  1.772
H  -0.699  -2.025  2.241

Atoms 1-2, force components in eV/Å:
H -0.576 0.813 0.625
N 5.116 -2.271 0.954


Entry from the Open Molecules 2025 dataset: C2H4N6O in the gas phase (ωB97M-V with the def2-TZVPD basis set).

LUMO energy ... -0.86 eV
SMILES ... N/N=c1/nnoc(N)n1
Orbital gap ... 7.2 eV
ΔE to the lowest compared entry with this formula, charge and spin ... 147.6 kcal/mol

Positions of all 13 atoms, in Å:
N  -2.720  -0.832  0.478
N  -2.100  0.240  0.166
C  -0.790  0.273  -0.464
N  -0.367  1.565  -0.470
N  0.889  1.721  -0.072
O  1.695  0.742  0.822
C  1.207  -0.526  0.059
N  2.127  -1.642  0.029
N  0.050  -0.774  -0.678
H  -2.327  -1.875  0.403
H  -3.791  -1.084  0.168
H  1.927  -2.326  -0.973
H  2.990  -1.079  0.086

Atoms 1-2, force components in eV/Å:
N -3.011 -7.041 -0.213
N 4.582 2.100 -4.517


Entry from the Open Molecules 2025 dataset: a gas-phase ion, C2H4NO2 (charge -1) (ωB97M-V with the def2-TZVPD basis set).

LUMO energy (alpha / beta) ... 4.43 / 4.43 eV
SMILES ... O=CCN[O-]
Orbital gap (alpha / beta) ... 5.8 / 5.8 eV
Net charge ... -1
ΔE to the lowest compared entry with this formula, charge and spin ... 110.2 kcal/mol

Positions of all 9 atoms, in Å:
O  -0.131  -1.706  1.135
C  0.422  -0.580  0.976
C  -0.293  0.580  0.351
N  0.093  0.388  -1.113
O  -0.937  0.081  -1.941
H  1.530  -0.553  0.874
H  -1.415  0.444  0.474
H  -0.132  1.681  0.534
H  0.862  -0.335  -1.290

Atoms 1-2, force components in eV/Å:
O 1.052 2.351 0.486
C -1.116 -1.927 -1.308


Entry from the Open Molecules 2025 dataset: a gas-phase ion, C2H4NO2 (charge -1) (ωB97M-V with the def2-TZVPD basis set).

LUMO energy ... 4.42 eV
SMILES ... CNC(=O)[O-]
Orbital gap ... 8.2 eV
Net charge ... -1
ΔE to the lowest compared entry with this formula, charge and spin ... 0.7 kcal/mol

Positions of all 9 atoms, in Å:
C  0.848  -0.481  0.539
N  -0.564  -0.242  0.256
C  -0.864  0.871  -0.601
O  -1.890  0.729  -1.283
O  -0.017  1.784  -0.634
H  0.923  -1.264  1.285
H  1.377  -0.837  -0.353
H  1.252  0.481  0.859
H  -1.065  -1.042  -0.070

Atoms 1-2, force components in eV/Å:
C -0.923 0.163 -0.458
N 0.465 0.193 0.642


Entry from the Open Molecules 2025 dataset: a gas-phase ion, C2H4NO2 (charge -1) (ωB97M-V with the def2-TZVPD basis set).

LUMO energy ... 4.31 eV
SMILES ... CNC(=O)[O-]
Orbital gap ... 7.8 eV
Net charge ... -1
ΔE to the lowest compared entry with this formula, charge and spin ... 22.1 kcal/mol

Positions of all 9 atoms, in Å:
C  -0.499  0.426  -1.852
N  -0.682  0.457  -0.303
C  0.184  -0.248  0.636
O  0.090  0.258  1.808
O  1.107  -0.992  0.179
H  -1.568  0.445  -2.293
H  0.245  1.213  -2.084
H  -0.044  -0.566  -2.234
H  -1.546  0.522  0.131

Atoms 1-2, force components in eV/Å:
C -1.046 -2.067 2.047
N 2.483 -1.171 -2.598


Entry from the Open Molecules 2025 dataset: C2H4NO2 in the gas phase (ωB97M-V with the def2-TZVPD basis set).

LUMO energy (alpha / beta) ... 0.80 / -2.97 eV
Orbital gap (alpha / beta) ... 10.9 / 7.4 eV
ΔE to the lowest compared entry with this formula, charge and spin ... 9.5 kcal/mol
Spin multiplicity ... 2

Positions of all 9 atoms, in Å:
O  0.719  -1.854  0.213
C  -0.241  -1.248  -0.255
O  -1.409  -1.429  -0.524
C  0.239  0.336  -0.501
N  0.253  1.013  0.781
H  1.248  0.265  -0.889
H  -0.515  0.742  -1.168
H  0.103  0.377  1.549
H  -0.398  1.798  0.795

Atoms 1-2, force components in eV/Å:
O -0.410 0.471 -0.230
C 0.253 -1.536 0.711


Entry from the Open Molecules 2025 dataset: 2 unconnected molecules or ions with the total composition C2H4NO2 (ωB97M-V with the def2-TZVPD basis set).

LUMO energy ... -6.29 eV
Orbital gap ... 10.3 eV
Net charge ... +1
ΔE to the lowest compared entry with this formula, charge and spin ... 75.5 kcal/mol

Positions of all 9 atoms, in Å:
C  2.201  0.266  0.043
C  -0.467  -1.025  -0.150
N  -0.968  1.130  -0.055
O  3.223  -0.145  0.256
O  -0.966  -0.057  -0.696
H  -0.436  -1.975  -0.742
H  -0.043  -0.953  0.827
H  -0.857  0.990  0.958
H  -1.687  1.768  -0.440

Atoms 1-2, force components in eV/Å:
C 0.311 -0.339 0.100
C 0.903 -2.756 -0.671


Entry from the Open Molecules 2025 dataset: 2 unconnected molecules or ions with the total composition C2H4NO2 (ωB97M-V with the def2-TZVPD basis set).

LUMO energy ... -5.64 eV
Orbital gap ... 9.3 eV
Net charge ... +1
ΔE to the lowest compared entry with this formula, charge and spin ... 131.4 kcal/mol

Positions of all 9 atoms, in Å:
C  -1.803  0.624  -1.279
C  -0.246  0.042  0.246
N  1.925  -0.612  0.740
O  -1.807  0.307  -2.372
O  0.780  -0.543  -0.027
H  -2.299  1.182  -0.553
H  -0.498  0.645  1.163
H  1.632  -0.166  1.587
H  2.316  -1.478  0.494

Atoms 1-2, force components in eV/Å:
C 1.989 -1.690 -0.278
C -3.552 2.080 -1.423


F_max for the records above, in order: 6.111 8.275 2.621 1.043 3.780 1.712 2.977 4.355 eV/Å